1.
The following is a quantum chemistry calculation of a cluster of 2 separate species, C23H52NO7PSSi in total in a non-equilibrium geometry, from the OMol25 dataset.

The total energy comes out at -68518.6606 eV. The charge is 0. Its SMILES is COCCCCCCCCCCC[C@H](OC(=O)P(O)(O)=S)[Si](C)(C)C.COCCNCCOC. As for the HOMO energy: -8.884 eV. Its maximum force is 3.480 eV Å⁻¹. The orbital gap is 8.9758 eV. The spin multiplicity is 1.

Last column: Löwdin charge in e.
Positions of all 86 atoms, in Å:
C: 3.7844 1.0997 0.2844  -0.10
O: 4.3756 0.0004 -0.3776  -0.18
C: 3.4138 -0.8091 -1.0220  -0.24
C: 2.8514 -1.9031 -0.1200  -0.16
C: 2.3215 -3.0948 -0.9477  -0.19
C: 2.8930 -4.4524 -0.5009  -0.19
C: 1.8071 -5.5329 -0.5713  -0.21
C: 0.8498 -5.3975 0.6146  -0.20
C: -0.5107 -6.0887 0.3697  -0.18
C: -1.7011 -5.1119 0.4065  -0.19
C: -2.2406 -4.7122 -0.9668  -0.18
C: -1.6066 -3.4821 -1.6137  -0.19
C: -1.4089 -2.2738 -0.7082  -0.21
C: -2.6369 -1.8298 0.1026  -0.31
O: -3.9299 -2.0536 -0.5325  -0.05
C: -4.3962 -1.1078 -1.4051  -0.50
O: -5.3313 -0.3583 -1.1065  0.06
P: -3.7939 -0.9760 -3.2098  0.20
O: -2.2204 -0.7348 -3.2909  -0.19
O: -4.0468 -2.4254 -3.8617  -0.19
S: -4.7412 0.4032 -4.1366  0.34
Si: -2.3785 -0.0786 0.8208  0.58
C: -0.8310 -0.2222 1.9095  -0.15
C: -3.7946 0.3948 1.9648  -0.16
C: -2.0429 1.2480 -0.4570  -0.14
H: 3.1750 1.6848 -0.3976  0.06
H: 3.1923 0.7604 1.1311  0.09
H: 4.5789 1.7399 0.6398  0.09
H: 2.5919 -0.2142 -1.4210  0.12
H: 3.9163 -1.2711 -1.8631  0.12
H: 2.0260 -1.5114 0.4643  0.10
H: 3.6225 -2.2214 0.5687  0.11
H: 1.2470 -3.1108 -0.8368  0.06
H: 2.5597 -2.9545 -1.9948  0.11
H: 3.1982 -4.3667 0.5329  0.10
H: 3.7311 -4.7212 -1.1300  0.11
H: 1.2283 -5.4109 -1.4805  0.10
H: 2.2457 -6.5229 -0.5559  0.11
H: 0.6784 -4.3473 0.8260  0.09
H: 1.3315 -5.8161 1.4889  0.11
H: -0.4985 -6.6381 -0.5604  0.10
H: -0.6601 -6.7974 1.1744  0.10
H: -2.5125 -5.5984 0.9349  0.11
H: -1.4135 -4.2699 1.0231  0.09
H: -2.0391 -5.5431 -1.6338  0.11
H: -3.3161 -4.6022 -0.9395  0.10
H: -2.2055 -3.2154 -2.4783  0.07
H: -0.6301 -3.7402 -2.0135  0.11
H: -0.6835 -2.5770 0.0396  0.08
H: -0.9504 -1.4355 -1.2206  0.09
H: -2.6482 -2.4863 0.9618  0.11
H: -1.7526 -1.5794 -3.2356  0.06
H: -4.5927 -2.9536 -3.2673  0.08
H: -0.5700 -1.2730 2.0226  0.02
H: 0.0290 0.2558 1.4574  0.02
H: -1.0169 0.1476 2.9081  0.03
H: -4.0101 -0.4420 2.6189  0.03
H: -4.6765 0.7019 1.4222  0.03
H: -3.4236 1.1999 2.5879  0.02
H: -2.8609 1.3189 -1.1673  0.03
H: -1.1640 0.9503 -1.0188  0.03
H: -1.8326 2.1798 0.0382  0.02
C: 2.0663 7.4370 -1.0610  -0.11
O: 2.7797 6.8147 -0.0097  -0.19
C: 2.5081 7.3426 1.2820  -0.22
C: 1.7362 6.3550 2.1299  -0.22
N: 0.3760 6.1787 1.6378  -0.05
C: -0.3524 5.0661 2.2404  -0.19
C: 0.1905 3.6542 2.0452  -0.22
O: 0.1137 3.1742 0.7148  -0.21
C: 1.1737 3.5637 -0.1399  -0.09
H: 2.4944 7.0858 -1.9981  0.09
H: 1.0030 7.1734 -1.0488  0.08
H: 2.1648 8.5251 -1.0179  0.09
H: 1.9827 8.2992 1.2153  0.12
H: 3.4740 7.5248 1.7611  0.12
H: 1.6962 6.7249 3.1586  0.12
H: 2.3031 5.4141 2.1318  0.10
H: 0.4037 6.0399 0.6369  0.07
H: -1.3644 5.0875 1.8285  0.12
H: -0.4438 5.2556 3.3145  0.12
H: -0.4434 2.9837 2.6333  0.12
H: 1.2078 3.5350 2.4364  0.11
H: 2.1178 3.6661 0.4006  0.08
H: 0.9461 4.4934 -0.6670  0.08
H: 1.2867 2.7848 -0.8953  0.08

2.
The following is a quantum chemistry calculation of a structure of composition C23H53BFNO7Si2, from the OMol25 dataset.

The total energy comes out at -59684.6879 eV. The charge is 0. As for the HOMO energy: -8.917 eV. Its maximum force is 0.930 eV Å⁻¹. The orbital gap is 9.3741 eV. The spin multiplicity is 1.

Last column: Löwdin charge in e.
Positions of all 88 atoms, in Å:
C: 1.0000 -0.3242 -9.7987  -0.07
C: 0.4513 -0.8069 -8.4698  -0.28
O: 1.5134 -1.3558 -7.7047  -0.15
C: 1.1901 -2.4357 -6.8524  -0.27
C: 1.6280 -2.1051 -5.4277  -0.20
Si: 0.5204 -0.9541 -4.4311  0.54
C: -1.1372 -1.7559 -3.9769  -0.18
C: -2.2072 -1.8504 -5.0645  -0.44
C: -2.6803 -3.2697 -5.3079  -0.04
F: -1.7433 -1.3302 -6.2748  -0.05
O: 0.3417 0.4580 -5.3042  -0.41
Si: -0.6634 1.6439 -4.7397  0.55
B: 1.4710 -0.5810 -2.6781  -0.64
N: 1.3840 -1.5584 -1.6419  0.16
O: 2.1590 0.5917 -2.4023  0.07
H: 0.3381 0.4296 -10.2202  0.07
H: 1.9760 0.1336 -9.6603  0.08
H: 1.0990 -1.1483 -10.5011  0.07
H: -0.3265 -1.5489 -8.6479  0.11
H: 0.0250 0.0330 -7.9202  0.10
H: 0.1343 -2.6931 -6.9141  0.09
H: 1.7507 -3.3092 -7.1981  0.12
H: 2.5809 -1.5783 -5.5266  0.09
H: 1.8488 -3.0091 -4.8568  0.08
H: -0.9195 -2.7468 -3.5791  0.08
H: -1.5320 -1.1684 -3.1470  0.08
H: -3.0722 -1.2643 -4.7585  0.13
H: -2.9397 -3.7145 -4.3518  0.08
H: -3.5523 -3.2756 -5.9560  0.08
H: -1.8840 -3.8427 -5.7800  0.08
H: -0.4148 2.8548 -5.5423  -0.06
H: -2.0697 1.2288 -4.9444  -0.05
H: -0.4450 1.8737 -3.2960  -0.04
H: 1.5691 -2.5013 -1.9551  0.07
H: 2.0299 -1.3654 -0.8805  0.07
H: 2.7127 0.8385 -3.1400  0.09
C: 0.9630 0.7417 1.2429  -0.17
C: 0.2477 -0.3880 1.9798  -0.16
C: -1.0874 0.2608 2.3195  -0.20
O: -1.3578 1.1997 1.2723  -0.15
C: -0.1836 1.3819 0.4743  -0.19
H: 1.7692 0.4050 0.5955  0.09
H: 1.3802 1.4550 1.9588  0.11
H: 0.0967 -1.2357 1.3074  0.11
H: 0.7771 -0.7435 2.8620  0.10
H: -1.0339 0.8054 3.2690  0.10
H: -1.9062 -0.4543 2.3836  0.11
H: -0.3364 0.8855 -0.4909  0.11
H: -0.0352 2.4476 0.2940  0.12
C: -0.7810 4.6095 4.2977  -0.17
C: -2.0819 4.2345 3.5907  -0.16
C: -2.7358 3.3216 4.6169  -0.20
O: -2.3095 3.7839 5.9027  -0.15
C: -1.2402 4.7190 5.7475  -0.21
H: -0.3278 5.5281 3.9282  0.11
H: -0.0517 3.8027 4.1918  0.11
H: -2.6941 5.1256 3.4340  0.11
H: -1.9366 3.7443 2.6288  0.11
H: -2.4025 2.2854 4.4922  0.10
H: -3.8251 3.3442 4.5704  0.12
H: -1.6162 5.7241 5.9682  0.12
H: -0.4546 4.4800 6.4654  0.11
C: 5.1658 -1.0008 3.8478  -0.17
C: 6.2080 -0.7532 2.7587  -0.17
C: 5.3880 -0.9728 1.4943  -0.20
O: 4.0517 -0.5746 1.8074  -0.15
C: 3.9172 -0.3957 3.2197  -0.21
H: 5.4158 -0.5472 4.8054  0.11
H: 5.0299 -2.0730 4.0031  0.11
H: 6.5614 0.2788 2.8055  0.11
H: 7.0727 -1.4119 2.8190  0.11
H: 5.3821 -2.0295 1.2046  0.12
H: 5.7426 -0.3847 0.6473  0.12
H: 3.8487 0.6776 3.4285  0.12
H: 2.9966 -0.8723 3.5558  0.11
C: -3.3937 -0.1372 7.2535  -0.16
C: -4.4367 -1.1562 6.7957  -0.17
C: -4.1418 -1.2462 5.3037  -0.21
O: -2.7405 -1.0107 5.1584  -0.16
C: -2.2011 -0.5088 6.3833  -0.21
H: -3.1683 -0.1859 8.3175  0.11
H: -3.7276 0.8762 7.0220  0.11
H: -4.2582 -2.1206 7.2762  0.11
H: -5.4629 -0.8574 7.0034  0.11
H: -4.6876 -0.4774 4.7459  0.12
H: -4.3835 -2.2198 4.8761  0.12
H: -1.5970 -1.2951 6.8498  0.12
H: -1.5539 0.3421 6.1649  0.11

3.
The following is a quantum chemistry calculation of a cluster of 4 separate species, C23H53N3O10P in total in a non-equilibrium geometry, from the OMol25 dataset.

The total energy comes out at -58932.5140 eV. The charge is +1. As for the HOMO energy: -10.281 eV. Its maximum force is 1.816 eV Å⁻¹. The orbital gap is 6.4253 eV. The spin multiplicity is 1.

Last column: Löwdin charge in e.
Positions of all 90 atoms, in Å:
C: -5.6552 2.9048 5.6541  -0.08
N: -4.7265 2.7491 4.5046  -0.08
C: -5.3611 2.8581 3.1969  -0.15
N: -5.0314 1.6573 2.3959  -0.03
C: -5.7950 0.5223 2.2158  0.03
C: -5.0353 -0.2700 1.4476  -0.02
N: -3.8638 0.3556 1.1767  0.14
C: -3.8766 1.5465 1.7788  -0.31
P: -2.4188 2.6532 1.6649  0.81
O: -1.4212 2.0223 0.7869  -0.42
H: -6.7037 2.9713 5.3667  0.08
H: -5.3388 3.7650 6.2386  0.08
H: -5.5581 2.0475 6.3198  0.08
H: -4.3205 1.8259 4.5804  0.10
H: -6.4480 2.9416 3.2400  0.13
H: -4.9994 3.7342 2.6554  0.12
H: -6.7654 0.3634 2.6441  0.15
H: -5.3148 -1.2578 1.1240  0.15
H: -3.0814 -0.0039 0.6414  0.18
H: -2.8036 3.9456 1.2551  0.04
H: -1.8752 2.7984 2.9598  0.05
C: -0.3389 0.1095 2.9142  -0.12
O: -0.6134 -0.3075 4.2316  -0.20
C: -1.1431 -1.6242 4.2795  -0.20
C: -0.9285 -2.2418 5.6460  -0.19
O: 0.3798 -2.7473 5.8379  -0.12
C: 1.4110 -1.7898 6.0605  -0.17
C: 1.3725 -1.1661 7.4377  -0.20
O: 0.4036 -0.1281 7.4897  -0.21
C: 0.0362 0.1863 8.8161  -0.11
H: -1.2546 0.1013 2.3133  0.04
H: 0.0513 1.1248 2.9541  0.09
H: 0.4155 -0.5337 2.4490  0.10
H: -0.6691 -2.2545 3.5186  0.13
H: -2.2250 -1.5623 4.0768  0.12
H: -1.5841 -3.1127 5.7217  0.13
H: -1.2093 -1.5511 6.4438  0.12
H: 1.4193 -1.0281 5.2794  0.12
H: 2.3417 -2.3532 5.9755  0.13
H: 2.3533 -0.7291 7.6658  0.13
H: 1.1398 -1.9372 8.1812  0.13
H: -0.4200 -0.6805 9.3074  0.09
H: -0.6975 0.9896 8.7779  0.09
H: 0.9029 0.5243 9.3938  0.09
C: 0.7003 0.7390 -0.8762  -0.12
O: 0.8569 1.6146 -1.9744  -0.19
C: 0.4495 2.9372 -1.6639  -0.21
C: 1.0952 3.9475 -2.5905  -0.18
O: 2.4323 4.2657 -2.2354  -0.13
C: 3.4287 3.3031 -2.5633  -0.17
C: 3.7715 3.2771 -4.0385  -0.20
O: 2.8189 2.5274 -4.7776  -0.23
C: 2.8547 2.8336 -6.1553  -0.10
H: -0.3403 0.6867 -0.5649  0.05
H: 1.0259 -0.2508 -1.1922  0.08
H: 1.3265 1.0595 -0.0350  0.09
H: 0.7146 3.1793 -0.6288  0.12
H: -0.6421 2.9902 -1.7790  0.12
H: 0.5415 4.8839 -2.4852  0.13
H: 1.0247 3.6429 -3.6364  0.12
H: 3.1632 2.3119 -2.1907  0.12
H: 4.3224 3.6249 -2.0251  0.13
H: 4.7535 2.8040 -4.1751  0.13
H: 3.8111 4.3059 -4.4151  0.13
H: 2.6079 3.8879 -6.3235  0.09
H: 2.1069 2.2187 -6.6530  0.09
H: 3.8389 2.6110 -6.5815  0.09
C: 2.1461 -0.5670 -4.3587  -0.10
O: 2.5017 -1.7236 -5.0904  -0.19
C: 3.5512 -2.4442 -4.4690  -0.21
C: 3.5529 -3.8874 -4.9245  -0.18
O: 2.5851 -4.6942 -4.2628  -0.13
C: 1.2330 -4.5224 -4.6632  -0.19
C: 0.9156 -5.1277 -6.0139  -0.21
O: 1.3266 -4.2618 -7.0576  -0.20
C: 1.4463 -4.9345 -8.2917  -0.11
H: 2.9957 0.1131 -4.2668  0.08
H: 1.3481 -0.0585 -4.8952  0.09
H: 1.7770 -0.8428 -3.3655  0.07
H: 3.4456 -2.4089 -3.3777  0.13
H: 4.5027 -1.9743 -4.7548  0.13
H: 4.5176 -4.3206 -4.6513  0.13
H: 3.4566 -3.9632 -6.0085  0.12
H: 0.9373 -3.4721 -4.6195  0.12
H: 0.6465 -5.0594 -3.9135  0.12
H: -0.1703 -5.2752 -6.1011  0.13
H: 1.4194 -6.0974 -6.1058  0.13
H: 2.2088 -5.7195 -8.2322  0.09
H: 1.7556 -4.2067 -9.0392  0.09
H: 0.4884 -5.3717 -8.5954  0.09